Below is a structure of composition C23H65Br6N12O9P3 in a non-equilibrium geometry, with properties calculated with the ωB97M-V functional and the def2-TZVPD basis.

Results
**E_tot**: -18717.42516 Ha
**Charge**: 0
**Energy above the lowest of the compared OMol25 structures with the same formula, charge and spin**: 0.00 kJ/mol
**HOMO**: -8.1 eV
**Orbital gap**: 0.2723 hartree
**Lowest unoccupied orbital energy**: -0.7 eV
**Spin multiplicity**: 1

Each line ends with the Löwdin charge.
CARTESIAN COORDINATES (ANGSTROEM)
C (-1.89724, -2.49863, -6.32222)  0.0374
N (-2.64673, -1.39593, -6.91950)  -0.4416
O (-3.25158, -1.52419, -7.98797)  0.0477
O (-2.65191, -0.33415, -6.29692)  0.0438
H (-1.52867, -2.16684, -5.35156)  0.1013
H (-1.11127, -2.61586, -7.06828)  0.1085
H (-2.44736, -3.43949, -6.30642)  0.1041
C (3.58485, 1.50508, 4.31762)  0.0362
N (4.49478, 0.45537, 3.85525)  -0.4497
O (5.57753, 0.39230, 4.44495)  0.0456
O (4.22582, -0.22680, 2.88130)  0.0624
H (2.60360, 1.05174, 4.17717)  0.1017
H (3.75598, 2.35756, 3.66028)  0.1046
H (3.79348, 1.81143, 5.34267)  0.1013
C (-7.35058, -0.21448, -3.99096)  0.0301
N (-6.30310, -0.84268, -3.14766)  -0.4565
O (-5.77499, -0.04730, -2.36006)  0.0337
O (-6.01613, -1.98309, -3.23850)  0.0988
H (-6.93635, 0.62737, -4.54574)  0.1022
H (-8.18850, 0.10802, -3.37291)  0.0985
H (-7.83373, -0.89005, -4.69684)  0.0931
O (-0.07682, -6.76309, 2.34338)  -0.2810
P (-1.07007, -5.70348, 2.47491)  0.5428
N (-0.92418, -4.39790, 1.41673)  -0.3124
C (-1.69565, -3.11066, 1.48159)  -0.0897
C (-0.02523, -4.57117, 0.29459)  -0.1247
N (-1.04634, -4.97070, 4.07192)  -0.2882
C (-0.02954, -3.96059, 4.55165)  -0.0996
C (-1.53116, -5.85380, 5.15808)  -0.1324
N (-2.65523, -6.25987, 2.23997)  -0.3024
C (-2.97418, -7.54188, 1.58897)  -0.1087
C (-3.84020, -5.34970, 2.34351)  -0.1085
H (-2.54622, -3.06444, 0.80153)  0.0745
H (-0.96747, -2.31730, 1.31299)  0.0755
H (-1.98070, -2.95313, 2.52180)  0.0611
H (0.15824, -5.63635, 0.15372)  0.0717
H (0.82280, -3.90863, 0.46771)  0.0829
H (-0.50703, -4.32608, -0.65194)  0.0747
H (0.70023, -4.41509, 5.22170)  0.0717
H (0.49559, -3.46054, 3.73783)  0.0696
H (-0.47993, -3.20044, 5.18994)  0.0703
H (-1.33800, -5.43671, 6.14643)  0.0709
H (-2.61732, -5.94447, 5.16963)  0.0678
H (-0.98167, -6.79510, 5.16902)  0.0780
H (-2.16243, -7.87902, 0.94437)  0.0720
H (-3.10341, -8.25588, 2.40235)  0.0787
H (-3.85333, -7.53323, 0.94467)  0.0767
H (-4.67918, -5.97391, 2.65105)  0.0761
H (-4.07078, -4.94722, 1.35713)  0.0692
H (-3.70102, -4.49487, 3.00532)  0.0660
O (-0.62773, 1.48626, 7.50440)  -0.2972
P (-1.66919, 2.44621, 7.89244)  0.6108
N (-1.04499, 4.02262, 7.93680)  -0.3077
C (-0.01381, 4.36490, 8.96393)  -0.0791
C (-1.12286, 4.91874, 6.79717)  -0.1210
N (-2.20709, 2.12933, 9.53159)  -0.3083
C (-1.97203, 0.83178, 10.22007)  -0.0913
C (-2.96061, 3.12721, 10.27589)  -0.1488
N (-3.08235, 2.46576, 6.85341)  -0.3051
C (-2.98088, 1.99307, 5.51468)  -0.1527
C (-4.30078, 3.18648, 7.18622)  -0.1101
H (-0.14649, 5.42707, 9.16957)  0.0795
H (0.97442, 4.13079, 8.56810)  0.0794
H (-0.15553, 3.72054, 9.83158)  0.0679
H (-0.52657, 4.60203, 5.94147)  0.0769
H (-0.90846, 5.95712, 7.04994)  0.0839
H (-2.10500, 4.87684, 6.32627)  0.0552
H (-2.93000, 0.50840, 10.62727)  0.0748
H (-1.60196, 0.20814, 9.40630)  0.0643
H (-1.18907, 0.77401, 10.97620)  0.0755
H (-3.27422, 3.93627, 9.61620)  0.0578
H (-3.84748, 2.64182, 10.68327)  0.0797
H (-2.36129, 3.62610, 11.03748)  0.0746
H (-2.54236, 2.75301, 4.86793)  0.0727
H (-2.34276, 1.11911, 5.38393)  0.0742
H (-3.88416, 1.59573, 5.05175)  0.0837
H (-5.20661, 2.95267, 6.62684)  0.0884
H (-4.00975, 4.23212, 7.08603)  0.0664
H (-4.58513, 3.07515, 8.23257)  0.0571
O (2.78043, -0.70651, -8.80152)  -0.3001
P (3.69887, 0.44719, -8.84494)  0.5457
N (5.05488, 0.28959, -9.86260)  -0.3051
C (5.71911, 1.47405, -10.42459)  -0.1071
C (5.78958, -0.95579, -9.87072)  -0.1220
N (4.36887, 0.72671, -7.29716)  -0.3264
C (4.65689, -0.44649, -6.45994)  -0.1009
C (5.02807, 1.89230, -6.93651)  -0.1662
N (2.95764, 1.90750, -9.22003)  -0.2917
C (1.95033, 2.44896, -8.28060)  -0.0907
C (2.70292, 2.21368, -10.68700)  -0.0892
H (5.16330, 1.78825, -11.30802)  0.0567
H (6.75168, 1.24591, -10.68888)  0.0853
H (5.72432, 2.34259, -9.76602)  0.0613
H (6.60689, -0.79168, -9.16846)  0.0819
H (6.14912, -1.29124, -10.84351)  0.0791
H (5.15838, -1.81856, -9.65789)  0.0808
H (4.48219, -0.11007, -5.43798)  0.0768
H (3.86872, -1.19266, -6.56057)  0.0750
H (5.67429, -0.82812, -6.54576)  0.0787
H (4.45937, 2.38152, -6.14572)  0.0816
H (5.99991, 1.65242, -6.50513)  0.0840
H (5.28064, 2.52516, -7.78727)  0.0671
H (1.56999, 3.37236, -8.71738)  0.0777
H (1.05314, 1.83007, -8.26904)  0.0802
H (2.40398, 2.55548, -7.29523)  0.0667
H (1.65428, 2.44402, -10.87512)  0.0778
H (2.96625, 1.36957, -11.32436)  0.0739
H (3.32093, 3.07801, -10.93005)  0.0719
C (-0.27493, 2.51797, -1.42046)  -1.5110
Br (0.73337, 0.90438, -1.98668)  0.5171
Br (-0.19559, 3.85275, -2.88833)  0.5174
Br (0.12749, 3.20374, 0.40826)  0.5108
H (-1.31078, 2.21279, -1.27222)  -0.0401
C (4.49360, 5.80343, -1.05737)  -1.5019
Br (4.43388, 6.84561, 0.61219)  0.5149
Br (5.51068, 4.10037, -0.81594)  0.5093
Br (5.22673, 6.96597, -2.50475)  0.5078
H (3.46709, 5.53482, -1.30681)  -0.0341